[1]
A 2-piece molecular cluster, C3H3O2 overall. Source: the OMol25 dataset; level of theory: the ωB97M-V functional and the def2-TZVPD basis.

Results
orbital gap	10.85	eV
LUMO energy	-0.2034	Eh
strongest force on any atom	5.946	eV/A
E	-7243.7254	eV
energy relative to the best compared isomer or geometry (same formula, charge and spin)	1.920	eV
total charge	+1

Geometry as XYZ:
```
8
Properties=species:S:1:pos:R:3:forces:R:3:mulliken_charge:R:1
C 0.59402 0.87207 0.04183 1.92 -1.33 0.13 -0.072
C 0.96917 -0.43556 0.08333 0.96 2.18 -0.03 -0.091
C -1.13950 -0.33695 0.02510 -5.52 -1.18 -1.86 0.254
O -0.75426 0.88665 0.00487 -1.11 -0.03 0.00 -0.166
O -0.16551 -1.16722 0.06308 -1.00 -0.64 0.04 -0.170
H 1.13756 1.80023 0.01795 -0.11 0.03 0.06 0.390
H 1.92500 -0.92819 0.10607 -0.09 -0.12 0.06 0.388
H -2.56649 -0.69104 -0.34223 4.94 1.10 1.60 0.467
```
Forces are in eV/Å.

---

[2]
A 8-piece molecular cluster, C32H48O24 overall. Source: the OMol25 dataset; level of theory: the ωB97M-V functional and the def2-TZVPD basis.

Results
orbital gap	10.02	eV
LUMO energy	-0.0122	Eh
strongest force on any atom	9.225	eV/A
E	-83098.4857	eV
energy relative to the best compared isomer or geometry (same formula, charge and spin)	6.840	eV

Geometry as XYZ:
```
104
Properties=species:S:1:pos:R:3:forces:R:3:mulliken_charge:R:1
C -0.16772 -3.87384 2.08485 0.82 -0.92 0.98 -1.278
C 0.64675 -3.13409 3.19623 -1.62 1.71 -5.38 0.610
C 0.24790 -1.61114 3.11716 2.13 -0.53 -0.87 0.697
O 0.07808 -1.32990 4.46238 -0.99 0.52 1.26 -0.328
C -0.07541 -2.49704 5.14602 -0.63 2.22 4.23 0.461
O -0.35505 -2.56266 6.32562 0.15 0.36 -1.85 -0.600
O 0.18476 -3.50516 4.40507 0.28 -3.06 0.63 -0.313
H -1.24450 -3.74013 2.18862 0.04 0.57 0.01 0.299
H -0.04958 -4.93914 2.28302 0.21 -0.20 -0.28 0.404
H 0.17451 -3.66647 1.07095 -0.01 0.20 0.16 0.273
H 1.71747 -3.21962 3.01091 0.04 -0.42 0.60 0.331
H -0.57376 -1.31784 2.46376 -0.43 -0.51 0.43 -0.811
H 1.09600 -1.03866 2.74153 0.12 0.11 0.09 0.366
C 2.73877 -2.59827 -5.33106 -0.80 1.37 -0.92 -1.176
C 2.25168 -2.09084 -6.80469 -0.17 -2.43 3.22 0.367
C 1.84823 -0.61575 -6.95318 1.32 -1.19 1.49 0.266
O 2.66092 -0.21591 -8.01824 0.49 -0.20 -2.45 -0.383
C 3.38604 -1.30074 -8.50286 1.72 1.73 -3.58 0.619
O 4.02487 -1.35463 -9.55595 -1.83 0.83 2.82 -0.598
O 3.33746 -2.26181 -7.64548 0.88 -1.39 0.02 -0.364
H 3.58182 -1.99645 -4.99168 -0.15 0.51 -0.11 0.376
H 3.12672 -3.60230 -5.15928 -0.44 -0.33 -1.00 0.341
H 1.91061 -2.45411 -4.63719 0.00 0.12 0.12 0.205
H 1.49820 -2.77882 -7.18815 -0.42 0.09 0.20 0.120
H 2.30072 -0.12059 -6.09401 -0.92 0.44 0.36 -0.023
H 0.77265 -0.51584 -7.09894 0.23 0.44 -0.09 0.240
C 2.79899 2.21339 -2.41093 -0.06 -0.12 0.67 -1.086
C 4.17945 2.03353 -2.90213 1.28 1.79 1.42 0.391
C 5.36250 2.24083 -1.85933 -0.54 -1.81 0.81 -0.421
O 6.03159 0.95252 -1.95622 1.60 4.27 2.18 -0.370
C 5.37891 0.15571 -2.67735 0.41 -2.01 -2.60 0.554
O 5.85789 -0.90301 -2.88330 -0.94 -2.38 -0.80 -0.553
O 4.30573 0.70405 -3.28828 0.31 -0.63 -0.64 -0.204
H 2.75920 3.23319 -2.02814 -0.79 0.00 -0.04 0.380
H 2.63806 1.47147 -1.62879 -0.20 0.17 0.31 0.178
H 2.12394 1.95355 -3.22634 -0.24 0.53 0.08 0.325
H 4.36786 2.82662 -3.62574 0.09 -0.74 -1.07 0.272
H 5.11328 2.15848 -0.80141 -0.79 1.06 0.03 0.194
H 6.06856 3.05734 -2.01068 -0.18 -0.17 -0.37 0.338
C -2.21976 3.82882 6.49299 1.05 -0.98 0.54 -1.582
C -3.17409 3.30734 5.47073 -0.91 1.51 0.23 0.809
C -3.74130 4.47364 4.65981 -1.85 0.55 1.47 -0.568
O -3.62427 4.08212 3.32944 -1.60 2.78 -0.70 -0.314
C -2.81970 3.12693 3.27747 3.99 -4.83 -3.22 0.572
O -2.30183 2.67506 2.26168 -0.82 0.75 0.96 -0.537
O -2.53615 2.54434 4.45279 -0.14 0.16 0.77 -0.084
H -1.60293 2.97356 6.76896 0.26 0.09 0.28 0.349
H -2.66780 4.19036 7.41854 -0.30 0.05 -0.25 0.430
H -1.55902 4.59605 6.08942 -0.04 0.01 -0.06 0.350
H -4.01607 2.78802 5.92844 0.32 -0.55 -0.06 0.052
H -3.22402 5.40656 4.88381 0.01 0.03 -0.39 0.299
H -4.81523 4.58173 4.81181 0.11 0.37 0.36 0.333
C 2.64706 4.15764 1.15246 -1.79 -0.67 1.10 -1.368
C 1.99049 4.30633 2.63456 -1.75 3.93 -3.65 0.412
C 0.90269 3.35676 3.06745 2.04 -1.94 -1.37 0.485
O 1.86498 2.48087 3.69168 -2.17 -3.04 0.76 -0.200
C 2.83908 3.17566 4.21390 1.18 -1.21 2.35 0.544
O 3.58835 2.85176 5.07146 0.53 -1.00 0.60 -0.593
O 2.85436 4.34715 3.69420 1.15 2.80 -0.89 -0.404
H 3.38591 4.88009 0.80567 0.18 0.02 0.88 0.402
H 1.79284 4.34010 0.50046 -0.21 0.02 -0.11 0.385
H 2.94666 3.13950 0.90402 0.34 -0.05 0.33 0.257
H 1.49264 5.27573 2.61221 0.38 0.48 -0.24 0.396
H 0.50817 2.77031 2.23767 -0.31 0.28 0.06 -0.279
H 0.09363 3.65349 3.73489 0.40 0.34 0.14 -0.101
C -1.93119 1.38231 -1.61537 1.18 0.94 1.26 -1.756
C -0.56715 0.89591 -1.04667 -1.75 -0.64 -1.62 0.552
C -0.60283 0.13993 0.26571 -1.66 1.07 -0.02 0.072
O 0.14649 -1.03098 0.03329 1.09 -0.70 -0.43 -0.183
C 0.32484 -1.15379 -1.32494 1.38 -1.14 -0.99 0.472
O 0.90842 -1.96909 -1.99369 -0.19 -0.76 2.04 -0.609
O -0.21073 -0.16028 -1.95240 -0.49 2.04 -0.57 -0.191
H -2.70359 0.62096 -1.72425 0.39 -0.22 0.16 0.400
H -1.75064 1.87010 -2.57326 -0.10 -0.03 0.06 0.434
H -2.25029 2.12270 -0.88182 -0.52 0.26 -0.22 0.388
H 0.20376 1.66459 -1.10074 -0.05 0.09 0.05 0.076
H -1.63901 -0.13307 0.46547 -0.13 -0.25 0.08 0.086
H -0.33204 0.79548 1.09337 0.77 -0.57 0.18 0.216
C -3.33341 -1.07031 3.36063 0.03 0.68 -2.82 -0.851
C -3.87449 -0.88677 4.72950 4.08 2.86 -0.94 0.721
C -5.05506 0.09676 4.87675 1.17 -1.30 -0.10 -0.017
O -5.99110 -0.85871 5.26570 -1.99 -0.31 1.01 -0.377
C -5.40739 -2.04664 5.59509 -7.65 -4.95 1.47 0.495
O -6.08138 -3.04477 5.99712 2.55 4.27 -0.96 -0.636
O -4.22642 -2.11134 5.19735 2.34 -1.41 0.40 -0.317
H -3.12112 -0.12631 2.85874 0.17 0.54 0.43 0.104
H -4.04200 -1.47956 2.64054 -0.61 -0.36 0.34 0.470
H -2.43325 -1.64796 3.15058 -0.04 -0.24 1.08 -0.280
H -3.03686 -0.56755 5.34964 0.09 0.29 0.13 0.165
H -5.29483 0.58099 3.93010 -0.30 -0.11 0.04 0.300
H -4.92387 0.83394 5.66887 0.10 -0.01 -0.05 0.105
C -0.12313 -5.47632 -5.47513 -0.59 0.43 -0.04 -1.280
C -1.41216 -4.63620 -5.28939 1.98 -0.42 -0.25 0.387
C -1.23448 -3.43108 -4.35432 -0.14 -1.56 0.47 -0.188
O -1.16998 -2.34880 -5.21597 0.48 1.92 1.03 -0.157
C -1.70691 -2.69890 -6.36774 2.08 -2.49 3.51 0.458
O -2.04598 -2.03673 -7.20204 -2.52 6.35 -6.11 -0.485
O -1.70769 -3.97064 -6.49900 -0.87 -4.39 -0.47 -0.401
H 0.61473 -5.05039 -6.15501 -0.34 0.41 -0.23 0.216
H -0.44588 -6.42345 -5.90741 0.52 -0.27 0.41 0.385
H 0.41257 -5.50916 -4.52642 -0.25 -0.76 0.12 0.369
H -2.21984 -5.32025 -5.02893 -0.14 0.33 0.10 0.311
H -0.27892 -3.51085 -3.83603 -0.52 0.21 0.65 0.097
H -2.16600 -3.36994 -3.79162 0.46 0.31 0.84 0.305
```
Forces are in eV/Å.

---

[3]
A 2-piece molecular cluster, C11H12F8NO7S overall. Source: the OMol25 dataset; level of theory: the ωB97M-V functional and the def2-TZVPD basis.

Results
orbital gap	5.88	eV
LUMO energy	0.0756	Eh
strongest force on any atom	4.929	eV/A
E	-59998.7095	eV
energy relative to the best compared isomer or geometry (same formula, charge and spin)	0.000	eV
total charge	-1

Geometry as XYZ:
```
40
Properties=species:S:1:pos:R:3:forces:R:3:mulliken_charge:R:1
C 3.67454 -1.40752 0.20432 0.04 -0.89 -0.15 -1.638
C 2.17933 -1.66742 0.01093 0.36 0.61 0.08 0.291
F 1.85897 -2.83946 0.66373 -0.02 0.00 0.09 -0.381
C 1.24426 -0.45431 0.39597 1.78 -0.26 -2.18 0.754
S -0.29977 -0.94880 1.23951 0.02 0.75 2.73 1.165
O -1.00642 0.20591 1.69463 -0.62 1.04 -1.69 -0.616
O -0.02306 -1.76951 2.37615 0.96 -1.44 -0.51 -0.680
C -1.37294 -1.99447 0.13078 0.16 -0.47 0.13 0.482
F -0.93257 -3.24274 0.28401 0.20 -0.59 0.25 -0.281
F -1.25069 -1.72077 -1.16014 -0.09 0.68 -0.58 -0.247
C -2.86668 -2.00160 0.56945 0.25 0.61 -0.62 0.654
F -2.94310 -2.40859 1.81954 0.12 0.15 1.20 -0.269
F -3.44868 -2.95454 -0.15741 -0.17 -0.44 -0.78 -0.307
C -3.65301 -0.65059 0.34447 -0.93 -1.31 -0.30 0.805
F -4.71641 -0.93264 -0.40028 -0.68 -0.32 -0.44 -0.284
F -2.97877 0.24267 -0.30044 1.15 0.98 -0.25 -0.214
F -4.10872 -0.21701 1.49036 0.14 0.67 1.04 -0.257
C 1.88671 0.78507 1.09347 -1.47 1.12 1.26 -0.368
C 1.80984 0.90498 2.63407 1.10 0.04 -0.15 -1.641
O 1.09314 1.89832 0.57446 -0.35 0.25 0.06 -0.400
C 0.38381 1.57198 -0.55796 3.17 -3.12 2.14 -0.287
O -0.48761 2.16811 -0.99245 -2.65 2.24 -1.65 -0.438
C 1.03913 0.24627 -0.99262 -0.20 0.81 -1.01 0.219
N 2.32030 0.71853 -1.60178 0.12 -0.46 0.86 -0.613
H 4.01271 -0.43906 -0.16046 -0.21 -0.03 0.26 0.404
H 4.20104 -2.16480 -0.39552 -0.09 0.11 0.20 0.427
H 3.94131 -1.60776 1.24816 -0.04 0.41 -0.11 0.383
H 2.00487 -1.85176 -1.05783 -0.14 -0.19 0.25 0.331
H 2.88782 1.06037 0.77008 -0.01 -1.01 -0.25 0.635
H 1.47698 0.00336 3.15102 -0.25 0.25 -0.14 0.342
H 1.22837 1.79528 2.88039 -0.24 -0.40 0.03 0.376
H 2.82980 1.11137 2.99326 -0.23 -0.11 -0.01 0.412
H 0.59730 -0.34169 -1.80100 -0.99 0.06 0.81 0.660
H 2.12288 1.54213 -2.15860 0.10 -0.23 -0.20 0.282
H 2.72010 -0.02154 -2.16641 -0.05 0.32 -0.25 0.248
C -3.27759 3.70247 -2.83199 -0.26 0.12 -0.49 0.675
O -3.11947 2.64267 -3.49570 -0.08 0.00 -0.22 -0.771
O -2.76640 3.58400 -1.53307 -0.23 -0.11 -0.13 -0.451
O -3.78945 4.77979 -3.14187 -0.03 0.15 0.02 -0.744
H -2.47187 2.67332 -1.66323 0.34 0.00 0.70 0.341
```
Forces are in eV/Å.

---

[4]
One molecule with the formula C3H2Cl2OS2. Source: the OMol25 dataset; level of theory: the ωB97M-V functional and the def2-TZVPD basis.

Results
orbital gap (alpha / beta)	7.63 / 6.30	eV
LUMO energy (alpha / beta)	-0.0301 / -0.0556	Eh
strongest force on any atom	2.441	eV/A
E	-51902.1640	eV
energy relative to the best compared isomer or geometry (same formula, charge and spin)	3.424	eV

Geometry as XYZ:
```
10
Properties=species:S:1:pos:R:3:forces:R:3:mulliken_charge:R:1
C -0.21672 -0.25517 1.05246 -1.81 -0.18 1.28 -0.515
C 0.99682 0.32276 0.69718 -0.27 -0.97 0.49 0.539
C -1.90555 -0.57626 -1.30475 -0.71 0.53 1.75 -0.166
O 3.03149 1.38598 -0.34248 -0.44 0.58 -0.66 -0.495
S -1.80973 -0.39356 0.39438 0.68 -0.07 -0.55 0.005
S 1.54961 1.41795 -0.51401 0.38 -0.68 0.65 0.378
Cl 2.28759 -0.26100 1.70498 -0.01 0.16 0.17 -0.161
Cl -0.51371 -0.49890 -2.24513 -0.36 -0.09 -0.50 -0.113
H -0.43501 -0.65242 2.12816 1.25 0.80 -1.94 0.184
H -2.98479 -0.48938 -1.57079 1.30 -0.08 -0.70 0.344
```
Forces are in eV/Å.